{
  "formula": "C5H15N2",
  "method": "the ωB97M-V functional and the def2-TZVPD basis",
  "elements": ["C", "C", "C", "C", "C", "N", "N", "H", "H", "H", "H", "H", "H", "H", "H", "H", "H", "H", "H", "H", "H", "H"],
  "coordinates": [[-1.830, 0.495, 0.940], [0.409, -1.557, 0.518], [1.297, -0.048, -1.251], [1.225, 0.715, 0.984], [-0.906, 0.223, -0.327], [-1.457, -0.437, -1.322], [0.551, -0.146, -0.001], [-2.054, -0.401, 1.587], [-2.746, 0.896, 0.586], [-1.421, 1.204, 1.705], [0.021, -1.728, 1.503], [-0.364, -2.128, -0.074], [1.310, -2.154, 0.611], [1.486, -0.994, -1.767], [0.792, 0.623, -1.876], [2.229, 0.234, -1.030], [2.251, 0.893, 0.641], [0.696, 1.697, 0.900], [1.182, 0.222, 2.009], [-0.205, 2.072, -0.805], [-0.732, -0.670, -2.054], [-2.380, -0.179, -1.477]],
  "e_above_lowest_kj_mol": 520.9,
  "e_tot_ev": -8397.27827,
  "charge": 1,
  "homo_energy_ha": -0.45978,
  "max_force_ev_per_a": 6.05
}

=====

{
  "formula": "CH7OS",
  "method": "the ωB97M-V functional and the def2-TZVPD basis",
  "elements": ["O", "H", "H", "H", "C", "S", "H", "H", "H", "H"],
  "coordinates": [[2.543, -0.485, 0.606], [-0.145, -0.598, -1.205], [3.263, -0.943, 0.043], [3.188, -0.283, 1.407], [-1.901, 0.775, -0.596], [-0.544, -0.169, 0.012], [-2.787, 0.671, 0.073], [-1.800, 1.836, -0.433], [-2.322, 0.513, -1.598], [0.364, 0.740, 0.249]],
  "e_above_lowest_kj_mol": 79.5,
  "e_tot_ev": -14028.68807,
  "charge": 0,
  "homo_energy_ha": [-0.14013, -0.40953],
  "max_force_ev_per_a": 4.61,
  "spin_multiplicity": 2
}

=====

{
  "formula": "C3H9N3",
  "method": "the ωB97M-V functional and the def2-TZVPD basis",
  "elements": ["C", "C", "N", "N", "C", "N", "H", "H", "H", "H", "H", "H", "H", "H", "H"],
  "coordinates": [[-0.245, -0.928, 0.917], [0.632, 1.843, -0.139], [-1.020, 0.289, 0.785], [-0.531, 1.042, -0.490], [0.113, -1.537, -0.450], [0.748, -2.612, -0.511], [-1.972, 0.031, 0.528], [-1.306, 1.660, -0.716], [0.912, -2.962, -1.458], [0.697, -0.675, 1.417], [-0.813, -1.671, 1.479], [-0.039, -0.597, -1.192], [0.501, 2.420, 0.785], [1.479, 1.170, 0.002], [0.844, 2.527, -0.957]],
  "e_above_lowest_kj_mol": 290.1,
  "e_tot_ev": -7724.56773,
  "charge": 0,
  "homo_energy_ha": -0.29807,
  "max_force_ev_per_a": 3.27,
  "smiles": "[H]/N=C/CNNC"
}

=====

{
  "formula": "C5H16N2O",
  "method": "the ωB97M-V functional and the def2-TZVPD basis",
  "elements": ["C", "C", "C", "C", "C", "N", "N", "H", "H", "H", "H", "H", "H", "H", "H", "H", "H", "H", "H", "H", "H", "H", "H", "O"],
  "coordinates": [[1.243, -1.622, -0.577], [-0.080, -1.545, 0.148], [-0.647, -0.137, 0.153], [0.002, 0.724, 1.216], [0.901, 0.431, 2.136], [-0.434, 2.155, 1.165], [-1.058, -2.368, -0.714], [1.832, -0.763, -0.238], [1.105, -1.361, -1.630], [1.908, -2.472, -0.474], [-0.063, -2.075, 1.095], [-1.698, -0.041, 0.445], [-0.449, 0.297, -0.829], [1.352, 1.150, 2.804], [1.186, -0.603, 2.272], [-0.179, 2.492, 0.226], [-1.425, 2.278, 1.388], [0.071, 2.780, 1.801], [-0.614, -3.255, -0.954], [-1.988, -2.533, -0.328], [-1.135, -1.970, -1.657], [-0.677, 3.018, -2.467], [0.747, 2.924, -2.782], [0.100, 2.498, -2.197]],
  "e_above_lowest_kj_mol": 48.9,
  "e_tot_ev": -10455.62462,
  "charge": 2,
  "homo_energy_ha": -0.67714,
  "max_force_ev_per_a": 1.84
}

=====

{
  "formula": "C16H25AsF6K2N6O9",
  "method": "the ωB97M-V functional and the def2-TZVPD basis",
  "elements": ["K", "K", "As", "F", "F", "F", "F", "F", "F", "O", "C", "O", "O", "H", "C", "N", "O", "O", "H", "H", "H", "C", "N", "O", "O", "H", "H", "H", "C", "N", "O", "O", "H", "H", "H", "N", "C", "C", "C", "C", "H", "H", "H", "H", "H", "N", "C", "C", "C", "C", "H", "H", "H", "H", "H", "N", "C", "C", "C", "C", "H", "H", "H", "H", "H"],
  "coordinates": [[0.740, 4.593, 0.058], [1.509, 1.375, 2.851], [-0.843, 1.007, -0.348], [0.005, -0.337, -1.195], [-1.444, 1.685, -1.916], [-1.539, 2.402, 0.581], [-0.302, 0.329, 1.244], [0.712, 1.867, -0.440], [-2.308, 0.106, -0.196], [-2.359, 3.320, 3.486], [-1.564, 3.330, 4.501], [-0.638, 2.479, 4.353], [-1.588, 4.242, 5.335], [-1.848, 2.535, 3.275], [0.604, -3.277, 3.875], [0.840, -1.850, 4.050], [0.996, -1.397, 5.165], [0.785, -1.173, 3.012], [-0.303, -3.439, 3.293], [0.310, -3.822, 4.772], [1.468, -3.723, 3.383], [-2.719, -0.002, 3.781], [-2.913, -1.317, 4.405], [-4.042, -1.711, 4.338], [-2.072, -1.860, 5.115], [-1.714, 0.318, 3.504], [-3.182, 0.703, 4.470], [-3.191, 0.051, 2.800], [-0.516, 0.445, -4.832], [-1.472, -0.642, -4.225], [-0.967, -1.705, -3.956], [-2.652, -0.233, -4.168], [0.140, -0.020, -5.568], [0.104, 0.838, -4.026], [-1.224, 1.225, -5.111], [2.336, -1.607, -2.201], [3.156, -2.730, -2.346], [4.412, -2.198, -2.709], [4.234, -0.827, -2.915], [2.933, -0.492, -2.620], [1.386, -1.674, -1.865], [2.765, -3.735, -2.287], [5.259, -2.793, -3.019], [5.017, -0.130, -3.174], [2.373, 0.431, -2.594], [-2.165, -2.352, 0.491], [-3.290, -2.709, 1.150], [-3.177, -4.011, 1.569], [-1.879, -4.401, 1.169], [-1.333, -3.408, 0.404], [-2.000, -1.397, 0.205], [-3.992, -2.008, 1.578], [-3.878, -4.638, 2.100], [-1.366, -5.327, 1.381], [-0.344, -3.422, -0.031], [2.338, 3.142, -2.991], [1.218, 3.910, -3.286], [1.574, 5.264, -3.136], [2.845, 5.287, -2.657], [3.367, 4.033, -2.682], [2.441, 2.167, -3.231], [0.328, 3.350, -3.529], [0.888, 6.037, -3.450], [3.361, 6.211, -2.443], [4.379, 3.682, -2.544]],
  "e_tot_ev": -154154.02480,
  "charge": 0,
  "homo_energy_ha": -0.28354,
  "max_force_ev_per_a": 6.86
}

=====

{
  "formula": "C11H31GeN2O6P2ScSe",
  "method": "the ωB97M-V functional and the def2-TZVPD basis",
  "elements": ["Sc", "N", "C", "C", "P", "O", "O", "O", "P", "O", "O", "O", "H", "H", "H", "H", "H", "H", "H", "H", "C", "Ge", "C", "C", "C", "Se", "C", "H", "H", "H", "H", "H", "H", "H", "H", "H", "H", "H", "H", "H", "H", "C", "C", "C", "C", "N", "H", "H", "H", "H", "H", "H", "H", "H", "H"],
  "coordinates": [[0.803, -0.075, 0.325], [0.553, 3.642, 3.048], [0.607, 3.380, 1.548], [0.759, 4.675, 0.768], [-1.016, 2.447, 1.247], [-2.005, 3.564, 0.673], [-0.792, 1.431, 0.163], [-1.410, 2.071, 2.634], [2.016, 2.232, 1.274], [3.216, 3.137, 1.839], [2.129, 1.875, -0.168], [1.748, 1.034, 2.148], [0.195, 4.576, 3.244], [1.459, 3.533, 3.503], [-0.160, 2.927, 3.380], [-0.088, 5.341, 0.937], [0.789, 4.433, -0.294], [1.688, 5.188, 1.020], [-2.200, 3.424, -0.262], [4.063, 2.961, 1.412], [-0.502, -6.563, 1.902], [-1.172, -4.825, 2.519], [-1.063, -4.707, 4.474], [-3.026, -4.554, 1.946], [-0.077, -3.416, 1.708], [-0.495, -1.630, 2.359], [0.821, -1.533, 3.784], [-1.098, -7.379, 2.313], [0.534, -6.710, 2.210], [-0.542, -6.627, 0.814], [-1.758, -5.412, 4.931], [-1.331, -3.707, 4.817], [-0.058, -4.939, 4.829], [-3.691, -5.273, 2.426], [-3.116, -4.670, 0.866], [-3.364, -3.551, 2.211], [-0.229, -3.348, 0.632], [0.994, -3.562, 1.851], [0.612, -2.303, 4.521], [0.736, -0.548, 4.234], [1.822, -1.653, 3.378], [1.273, -3.735, -1.634], [1.892, -2.329, -1.661], [1.840, -1.808, -3.103], [3.357, -2.433, -1.223], [1.177, -1.432, -0.796], [1.786, -4.416, -2.320], [0.220, -3.685, -1.920], [1.333, -4.161, -0.631], [2.378, -2.467, -3.793], [2.283, -0.812, -3.158], [0.803, -1.730, -3.435], [3.939, -3.106, -1.863], [3.415, -2.804, -0.197], [3.835, -1.451, -1.260]],
  "e_tot_ev": -188323.51924,
  "charge": 0,
  "homo_energy_ha": -0.24476,
  "max_force_ev_per_a": 0.43
}